Record 1
Entry from the OMol25 dataset: an isolated molecule of C8H11NO6 at a distorted geometry (ωB97M-V with the def2-TZVPD basis set).

Output
Total energy (Ha): -817.34965
Energy relative to the best compared isomer or geometry (same formula, charge and spin) (kcal/mol): 193.3
Kohn-Sham gap (eV): 9.24
SMILES string: CC[C@@]12C=C[C@@H](O[N+](=O)[O-])[C@@H](OO1)[C@H]2O
LUMO energy (eV): -0.5

Last column: Mulliken charge in e.
Positions of all 26 atoms, in Å:
O 0.65977 -1.45456 1.06686  -0.35
O 1.14223 4.50407 2.18042  -0.42
O 1.38850 -0.19419 1.54844  -0.39
O -1.07705 4.49159 2.19244  -0.43
O 2.10912 -0.76103 -1.14365  -0.64
O 0.15793 2.42760 1.97701  -0.44
N 0.03649 4.05715 2.06902  0.94
C -1.35458 -0.33228 0.32640  -0.68
C -0.82061 -2.44715 -2.18476  -1.23
C 1.17538 0.75437 0.52934  -0.10
C -0.08764 -1.05023 -0.09598  1.47
C -0.03497 1.72082 0.75638  0.41
C -0.33111 -2.46237 -0.75345  -1.11
C -1.32486 0.93761 0.72702  -0.84
C 0.95050 -0.11634 -0.69502  -0.52
H -1.78948 -1.96022 -2.27905  0.33
H -0.10804 -1.94725 -2.84046  0.32
H -0.93450 -3.47031 -2.54219  0.39
H -0.00884 2.42459 -0.08407  0.27
H 2.13465 1.30411 0.52616  0.45
H 2.45640 -1.33232 -0.42272  0.45
H 0.60282 -3.03753 -0.69013  0.31
H -1.04026 -2.97705 -0.08917  0.48
H -2.19149 1.45424 1.15940  0.40
H 0.54627 0.40576 -1.57094  0.52
H -2.25665 -0.93907 0.33273  0.43

Record 2
Entry from the OMol25 dataset: a structure of composition C47H50BeN9O at a distorted geometry (ωB97M-V with the def2-TZVPD basis set).

Output
Total energy (Ha): -2403.41690
Energy relative to the best compared isomer or geometry (same formula, charge and spin) (kcal/mol): 0.0
Kohn-Sham gap (eV): 6.27
Total charge: +1
LUMO energy (eV): -3.5

Last column: Mulliken charge in e.
Positions of all 108 atoms, in Å:
O 0.20200 0.76092 0.67774  0.03
N 3.32255 0.71815 1.95321  0.54
N -4.92284 -2.63738 0.90015  -0.48
N -5.42378 1.03420 -2.78407  -0.52
N 3.37098 -0.65139 -0.55577  0.21
N -0.61641 -3.96831 3.79953  -0.45
N -1.59279 -2.95006 -4.06335  -0.64
N 2.00630 3.29545 1.76886  0.40
N 0.80391 3.50462 -0.92258  0.31
N 1.95332 1.14200 -2.40042  0.39
C -6.62671 -0.46647 0.97755  -0.26
C 2.08638 -4.05521 4.45181  -0.55
C 2.56914 -1.61707 -0.09400  0.73
C -0.79234 -3.49794 -3.14346  -0.41
C 4.44647 -0.49218 4.13582  -0.25
C 4.85391 -2.39587 -1.30839  -0.85
C -1.11643 4.33253 -2.08305  -0.70
C 4.46657 -1.06730 -1.19032  -0.45
C 1.42764 4.63804 -1.27566  -0.27
C -0.21862 -3.75094 5.04467  -0.38
C 2.28925 1.09556 -4.79449  -0.87
C 1.08951 0.42255 -4.96214  -0.85
C 0.35766 0.03381 -3.83235  -0.68
C -2.90720 1.27039 -3.84589  -0.23
C 2.53735 0.09780 2.83508  -0.11
C -3.08724 -2.38923 -2.28001  -0.51
C -4.34625 0.94356 -1.98946  -0.83
C 4.63723 0.77166 2.15888  -0.30
C 3.11174 4.96293 3.11176  -0.90
C -0.82983 -0.14965 0.86715  0.64
C 5.26284 0.16298 3.23132  -1.10
C -6.03364 -2.62591 0.17474  -0.26
C -0.58317 -1.44501 1.61771  -1.07
C -4.68397 -1.66725 1.78098  -0.31
C 1.65727 -4.30271 3.14919  0.01
C 0.92624 3.46665 2.54479  -0.14
C -3.98150 1.55465 -4.65976  -0.79
C -5.52612 -0.57135 1.82176  -0.40
C -0.97369 -3.35223 -1.78750  -0.27
C -2.70284 -2.35259 -3.61125  -0.34
C 3.92575 -3.34364 -0.93326  -0.63
C -0.45195 3.35843 -1.36888  -0.02
C -2.15945 -2.79658 -1.31617  0.19
C -5.22920 1.39731 -4.04535  -0.36
C 0.85036 5.72265 -1.90303  -0.87
C 0.80560 4.42946 3.52206  -0.91
C 2.65997 1.40242 -3.50097  -0.61
C 1.12330 -3.80161 5.41824  -0.31
C 2.72052 -2.96690 -0.34851  -0.65
C -6.92304 -1.55974 0.17076  -0.35
C 0.80539 0.47999 -2.60645  -0.43
C 1.91042 5.26534 3.71728  -0.22
C -0.44062 5.51591 -2.37636  -0.40
C -3.06021 0.93005 -2.50727  1.16
C 0.30067 -4.32339 2.89561  -0.49
C 3.07311 -0.56395 3.92468  -0.96
C 3.09082 3.98958 2.11594  -0.15
Be 2.33379 1.65722 -0.01724  1.57
H 2.94231 1.43618 -5.58425  0.46
H -6.12011 1.72439 -4.57263  0.39
H 3.61874 1.88401 -3.33513  0.45
H -1.71867 0.32953 1.33567  0.37
H 3.10506 -3.96177 4.80524  0.46
H 0.79402 0.07681 -5.94435  0.46
H 4.01196 5.52025 3.32457  0.41
H -1.03172 6.35727 -2.71703  0.36
H 1.64871 -1.26619 0.35607  -0.46
H -4.56722 0.86144 -0.93089  0.51
H 0.15346 -3.87977 -3.51377  0.39
H 2.06076 -3.76627 -0.04602  0.66
H -3.80111 -1.80765 2.39152  0.53
H -3.26709 -1.89687 -4.41655  0.54
H 1.84871 6.06620 4.44374  0.38
H 2.51062 -1.12692 4.65616  0.60
H -2.14262 4.29832 -2.42000  0.50
H -6.20134 -3.50635 -0.43489  0.39
H 4.12218 -4.37388 -1.20894  0.43
H -0.08777 -4.53403 1.90568  0.47
H 0.22436 0.30087 -1.70343  0.72
H -1.85566 1.32409 -4.10470  0.38
H -1.50698 -2.02120 1.64757  0.68
H -0.03080 4.53542 4.19553  0.45
H -0.89683 2.44065 -0.99786  0.30
H -0.53120 -0.53417 -4.06501  0.81
H -1.01665 -3.60809 5.76385  0.40
H -1.36228 -0.28314 -0.09799  -1.11
H -7.77051 -1.56178 -0.50092  0.40
H -4.00920 -2.08289 -1.80206  0.19
H 5.79379 -2.64959 -1.77520  0.43
H -0.14073 -1.35204 2.61124  0.25
H 0.18629 -2.00767 1.08042  -0.21
H 5.17840 1.31904 1.39542  0.48
H 2.39839 -4.57378 2.40851  0.45
H 0.22549 2.63643 2.55331  0.27
H 3.92849 3.94103 1.42638  0.42
H 2.46530 4.62372 -0.95316  0.39
H -7.28254 0.39053 1.03291  0.41
H -2.25980 0.70729 -1.81354  -0.08
H -5.37635 0.27010 2.48902  0.38
H -0.23500 -3.62480 -1.04327  0.31
H 1.31228 6.69471 -1.98473  0.43
H 4.90040 -0.97468 4.99229  0.41
H -2.48137 -2.74064 -0.28722  0.58
H 1.47736 0.02009 2.62346  0.26
H 5.18095 -0.33504 -1.55469  0.41
H 6.33100 0.20725 3.38508  0.46
H 1.42580 -3.75149 6.45617  0.42
H -3.89934 1.66015 -5.73137  0.40